Here is C30H45AuNO3P2S as an isolated structure in a non-equilibrium geometry from OMol25. Energies are from ωB97M-V/def2-TZVPD.

Geometry as XYZ:
```
83
Properties=species:S:1:pos:R:3:forces:R:3
Au -3.065502 1.975724 -1.997730 2.2 0.4 -0.8
S -0.128909 -0.266784 6.027140 0.8 1.5 -2.3
P -4.870685 1.904147 -0.804397 -1.1 -0.1 0.6
P -3.901951 -0.817749 -0.000223 -0.7 -3.7 2.3
O -0.620863 0.777027 2.379772 -0.8 0.3 -1.6
O -0.658255 0.477199 7.135103 -0.1 -0.6 0.1
O -0.073758 -1.706076 6.075986 -0.3 -0.1 0.5
N -0.922955 0.209744 4.586215 -1.6 -0.9 1.6
C 3.669567 1.042862 5.333561 0.1 -0.4 0.8
C -1.010249 2.027765 -2.736390 0.0 -1.1 0.6
C 0.072066 -0.059081 -2.636080 0.9 0.6 1.7
C -2.285837 -3.139366 0.623295 -0.3 0.0 -0.6
C -2.885839 -2.818674 3.543744 -0.4 0.4 -0.4
C -4.377714 0.817474 0.611398 0.0 0.5 -0.2
C -2.773286 -1.816768 1.255678 0.3 1.7 -1.8
C 2.287525 1.418530 3.366324 1.3 0.3 0.1
C -6.328789 1.171292 -1.609177 -0.3 -0.1 0.3
C 1.347918 0.435090 5.361430 0.8 -0.5 2.1
C -5.413241 -1.851175 0.093126 -0.2 0.3 -0.4
C -1.602344 -3.614209 3.477774 0.3 -0.5 0.5
C 1.258154 0.196264 -0.321705 0.1 -0.2 0.2
C 2.580888 0.482239 6.014040 -0.2 0.2 -0.4
C -0.216330 1.912969 -1.477719 -1.2 1.2 -1.0
C 1.188202 0.902460 4.061455 -2.6 -0.4 -2.0
C 0.653165 -1.373041 -3.008395 0.0 -0.6 -0.1
C 0.381571 0.663515 -1.422060 0.5 -2.1 -1.4
C -0.058058 -2.618174 1.713408 0.4 -0.6 0.4
C -0.166938 0.662152 3.535372 3.3 0.5 1.3
C -1.219695 0.371618 -4.785882 -0.4 0.0 -0.4
C -5.391750 3.475240 -0.085413 -0.3 0.0 0.2
C -3.292401 -1.039181 -1.680665 0.4 0.7 -0.4
C -3.370143 -1.984773 2.604526 -0.6 0.1 0.8
C -0.951583 3.284025 -3.555928 0.1 0.5 -0.4
C -0.079163 2.939737 -0.423256 -0.3 0.4 0.1
C -0.745492 0.731117 -3.432843 0.0 1.2 0.5
C 3.523363 1.493869 4.011199 -0.8 0.1 -0.9
C -0.388956 -2.867302 2.984763 0.6 0.3 -0.4
C -0.759793 -3.215536 0.519369 0.1 0.1 -0.2
H -3.987996 -0.587114 -2.401290 0.2 -0.1 0.2
H -1.881642 -0.078800 4.427887 0.3 -0.1 0.1
H -0.390778 0.354905 -5.513808 -0.2 0.0 0.3
H -7.105570 0.912266 -0.874800 0.1 0.1 -0.2
H 2.134283 1.754445 2.342289 0.2 0.0 0.2
H -1.670779 -0.633547 -4.792975 0.2 0.2 0.0
H -2.669504 -3.987642 1.206674 0.0 0.5 -0.2
H 0.846655 -2.042456 1.492704 -0.3 -0.3 0.3
H 0.738199 0.282727 0.648544 0.1 0.0 -0.1
H -6.716593 1.931770 -2.300151 0.0 -0.2 0.2
H -5.790812 -1.870663 1.123632 0.1 0.1 -0.3
H -3.453143 -2.961626 4.470880 0.2 0.4 -0.3
H 0.600312 -2.089237 -2.176490 0.1 0.1 -0.3
H 0.930177 3.389700 -0.416481 -0.2 -0.2 0.0
H 0.039075 3.410265 -4.015651 -0.2 0.1 0.1
H -1.973436 1.081131 -5.146719 0.2 -0.1 0.0
H -0.398318 -2.711960 -0.402765 -0.3 -0.2 0.4
H -0.805875 3.751345 -0.562088 0.2 -0.1 0.0
H -2.697267 -3.274385 -0.388871 0.0 -0.1 0.3
H -1.740234 -4.544440 2.906175 -0.1 0.1 0.2
H 2.675819 0.091516 7.026188 0.1 0.1 -0.2
H -5.200358 0.757692 1.347480 0.4 -0.4 -0.2
H 0.130905 -1.806801 -3.871272 0.2 0.0 0.2
H 0.308497 -2.563496 3.770298 -0.4 0.3 -0.2
H 1.568483 -0.844502 -0.472992 0.0 0.3 0.0
H -6.077844 0.280671 -2.201138 0.0 0.3 0.2
H 2.171786 0.811648 -0.256187 -0.3 -0.1 0.0
H -2.306796 -0.562074 -1.800498 -0.3 -0.2 0.0
H -6.453064 3.447544 0.198757 0.3 0.1 0.0
H -4.782342 3.685282 0.802022 -0.1 0.1 -0.2
H -1.971732 -1.054878 1.265445 0.4 -0.4 0.5
H -0.489392 -4.282165 0.404962 0.0 0.4 0.0
H 4.389399 1.903800 3.490324 -0.2 -0.1 0.1
H -4.251769 -1.367503 2.826362 0.2 -0.4 0.2
H -5.226160 4.251907 -0.842006 -0.1 -0.1 0.3
H -3.495797 1.261850 1.108712 -0.2 0.0 -0.2
H -1.696558 3.242959 -4.358396 0.2 0.2 0.1
H -0.243967 2.490690 0.572636 0.2 0.0 -0.2
H -6.191859 -1.473835 -0.584766 0.1 -0.2 0.3
H 4.638999 1.115892 5.834298 -0.4 -0.1 -0.2
H -1.157455 4.160287 -2.933696 0.0 0.0 -0.2
H -1.372556 -3.920694 4.512350 -0.2 0.0 -0.4
H 1.716977 -1.271414 -3.281415 -0.3 0.0 0.1
H -5.163942 -2.884654 -0.186828 0.0 0.3 0.0
H -3.186078 -2.096714 -1.934735 -0.2 0.0 0.4
```
Forces are in eV/Å.

For the lowest unoccupied orbital energy (alpha / beta), the calculation gives -0.116 / -0.199 Eh. The HOMO-LUMO gap (alpha / beta) is 2.39 / 4.28 eV. The net charge is +1. The spin multiplicity is 3. The HOMO energy (alpha / beta) is -5.55 / -9.69 eV. The largest force on an atom is 4.36 eV/Å.

These are the Mulliken partial charges, in e, on atoms 1 to 5: atom 1 (Au): 0.391, atom 2 (S): 1.002, atom 3 (P): 0.529, atom 4 (P): 0.514, atom 5 (O): -0.480